{"formula": "C36H35FN11O4ReS", "method": "ωB97M-V with the def2-TZVPD basis set", "homo_energy_ev": [-9.95, -10.35], "spin_multiplicity": 4, "gap_ev": [6.7, 6.0], "e_lumo_ev": [-3.3, -4.4], "e_above_lowest_kcal_mol": 0.0, "total_energy_ev": -78161.4213, "total_charge": 1, "symbols": ["Re", "C", "C", "N", "C", "S", "N", "N", "C", "C", "C", "C", "C", "C", "C", "N", "H", "H", "H", "H", "H", "H", "H", "H", "H", "H", "H", "H", "H", "C", "C", "C", "C", "C", "N", "C", "C", "C", "C", "C", "C", "C", "N", "C", "C", "C", "N", "C", "C", "N", "C", "C", "C", "N", "H", "H", "H", "H", "H", "H", "H", "H", "H", "H", "H", "H", "H", "H", "H", "H", "H", "H", "F", "C", "C", "N", "C", "C", "O", "O", "C", "O", "N", "C", "O", "H", "H", "H", "H"], "positions_angstrom": [[-0.8751, 0.3059, 1.0470], [-4.5494, 5.0989, 1.2545], [-4.8557, 3.9373, 2.1878], [-4.5635, 2.6429, 1.5670], [-3.3777, 2.0235, 1.6377], [-3.2119, 0.6180, 0.5816], [-2.4883, 2.4877, 2.4884], [-1.3007, 1.7906, 2.4704], [-0.4078, 2.0668, 3.3657], [-0.5979, 3.0651, 4.4507], [0.8502, 1.2991, 3.2442], [1.9006, 1.4445, 4.1206], [3.0513, 0.6864, 3.9248], [3.1147, -0.1861, 2.8604], [2.0271, -0.2831, 2.0083], [0.9216, 0.4360, 2.2070], [-4.7684, 6.0476, 1.7453], [-5.1518, 5.0427, 0.3467], [-3.4960, 5.0928, 0.9705], [-5.9061, 3.9311, 2.4762], [-4.2582, 4.0030, 3.0922], [-5.1739, 2.3302, 0.8288], [-1.5092, 3.6289, 4.2879], [0.2529, 3.7467, 4.4930], [-0.6637, 2.5569, 5.4166], [1.8241, 2.1343, 4.9485], [3.8889, 0.7896, 4.6018], [3.9987, -0.7751, 2.6639], [2.0307, -0.9194, 1.1358], [2.3408, -5.8446, 0.6556], [1.5544, -4.5891, 0.3848], [1.8157, -3.7970, -0.7374], [1.1030, -2.6400, -0.9716], [0.0842, -2.2308, -0.1087], [-0.6350, -1.0533, -0.3917], [-1.1148, -0.8528, -1.6991], [-1.5875, -1.9290, -2.4503], [-2.1438, -1.7559, -3.7001], [-2.2861, -0.4829, -4.2493], [-2.9686, -0.2681, -5.5742], [-1.8119, 0.5865, -3.5115], [-1.2051, 0.4154, -2.2724], [-0.6302, 1.5880, -1.6825], [-0.1259, 2.6412, -2.3474], [0.2940, 3.5775, -1.4296], [0.0375, 3.0023, -0.1915], [-0.5168, 1.8023, -0.3524], [-0.1462, -2.9937, 1.0306], [0.5800, -4.1572, 1.2684], [-1.1366, -2.6124, 1.9974], [-1.8469, -3.4096, 2.8128], [-2.5325, -2.6141, 3.7059], [-2.1800, -1.3117, 3.3671], [-1.3335, -1.3180, 2.3372], [2.6935, -6.2901, -0.2732], [1.7396, -6.5837, 1.1841], [3.2175, -5.6293, 1.2698], [2.6009, -4.0881, -1.4263], [1.3199, -2.0072, -1.8240], [-1.5273, -2.9230, -2.0242], [-2.4948, -2.6210, -4.2500], [-2.8799, -1.1495, -6.2081], [-2.5454, 0.5823, -6.1081], [-4.0334, -0.0722, -5.4296], [-1.9192, 1.5875, -3.9108], [-0.0618, 2.6345, -3.4215], [0.7593, 4.5261, -1.6303], [0.2626, 3.3698, 0.7951], [0.3968, -4.7254, 2.1729], [-1.8323, -4.4793, 2.6923], [-3.1964, -2.9350, 4.4889], [-2.5118, -0.3778, 3.7917], [5.9577, -2.4104, -2.3108], [4.9031, -1.6877, -2.6988], [4.6980, -0.4548, -2.2361], [3.6186, 0.3095, -2.6160], [3.3309, 1.5662, -1.9238], [2.6178, 1.2572, -0.6109], [2.9568, 1.8787, 0.4170], [1.7467, 0.3486, -0.7016], [2.6729, -0.1662, -3.4945], [1.6932, 0.4588, -3.8526], [2.9253, -1.4458, -3.9583], [3.9802, -2.3020, -3.6383], [4.0610, -3.4125, -4.1080], [5.3730, -0.0057, -1.5197], [2.6621, 2.1188, -2.5779], [4.2399, 2.1335, -1.7396], [2.2608, -1.8010, -4.6323]]}